(1)
Here is the molecule C21H25N3O4 at a distorted geometry from OMol25. Energies are from ωB97M-V with the def2-TZVPD basis set.

Positions of all 53 atoms, in Å:
1 C -8.4457 -1.5756 0.5564
2 C -7.4328 -2.3149 -0.5150
3 O -6.5850 -1.3335 -1.2567
4 C -5.5883 -0.9312 -0.6646
5 C -5.1534 -1.3805 0.4868
6 C -4.0806 -0.6946 1.1620
7 C -3.4086 0.1865 0.5113
8 C -2.1907 0.9973 0.8264
9 O -1.4024 0.1392 1.6643
10 N -1.7445 2.2271 0.5268
11 C -0.6247 2.7925 1.0078
12 C 0.5249 2.5332 -0.1836
13 O 0.3939 3.3815 -1.1237
14 N 1.5186 1.8346 -0.1898
15 C 1.5417 0.8528 1.1020
16 C 2.2118 -0.3385 0.6768
17 N 3.6566 0.0460 0.1576
18 C 4.5754 -0.9829 0.1346
19 C 4.3238 -2.2237 -0.3023
20 C 5.3888 -3.3443 -0.1651
21 C 6.6457 -3.1944 -0.2443
22 C 7.0092 -1.5038 -0.2466
23 C 5.9248 -0.7207 0.0090
24 O 6.4031 0.6001 0.0451
25 C 3.8054 1.4249 -0.5138
26 C 2.4517 1.6214 -1.3350
27 C -3.7992 0.6250 -1.0623
28 C -4.9727 0.0303 -1.5171
29 H -9.1365 -2.2394 0.9023
30 H -9.0671 -0.7927 -0.1094
31 H -7.7284 -1.0041 1.1372
32 H -8.1622 -2.6982 -1.3881
33 H -7.1264 -3.0099 0.0478
34 H -5.5653 -2.0525 1.3107
35 H -3.5712 -0.9562 2.1381
36 H -2.3060 2.5449 -0.3832
37 H -0.3231 2.4712 1.7593
38 H -0.6192 3.8246 0.9863
39 H 0.5504 0.4854 1.2747
40 H 2.0848 1.1446 1.8225
41 H 2.2640 -1.0566 1.6007
42 H 1.6575 -0.9675 -0.2502
43 H 3.2615 -2.7684 -0.0078
44 H 4.9969 -4.5354 -0.1909
45 H 7.4386 -3.7182 -0.3020
46 H 7.9813 -1.3936 -0.3875
47 H 7.3429 0.8037 -0.0845
48 H 3.9625 2.1193 0.2618
49 H 4.5924 1.1011 -1.1827
50 H 2.1158 0.8899 -1.6405
51 H 2.4794 2.6271 -1.6476
52 H -3.2889 1.4731 -1.5687
53 H -5.2398 0.1682 -2.4265

Computed properties:
- Total energy: -34825.220 eV
- SMILES string: CCOc1ccc(C(=O)NCC(=O)N2CCN(c3ccccc3O)CC2)cc1
- F_max: 18.20 eV Å⁻¹
- Multiplicity: 1
- LUMO energy: 0.70 eV

Quick look at the Löwdin charges, all values in e: -0.03, -0.12, 0.02, -0.44, -0.02, -0.06, -0.13, -0.24, -0.14, 0.07, -0.06, -0.43, -0.04, 0.02, -0.07, -0.14, -0.05, -0.28, -0.01, -0.16, -0.03, 0.09, -0.27, -0.02, -0.02, 0.03, 0.10, 0.03, 0.02, 0.12, 0.05, 0.16, 0.01, 0.15, 0.15, 0.20, 0.00, 0.12, 0.08, 0.07, 0.16, 0.18, 0.14, 0.15, 0.01, 0.04, 0.11, 0.11, 0.11, 0.00, 0.12, 0.09, 0.05

(2)
Here is a cluster of 3 separate species, CH7NO4 in total at a distorted geometry from OMol25. Energies are from ωB97M-V with the def2-TZVPD basis set.

Positions of all 13 atoms, in Å:
1 N 0.3525 -0.2286 -1.6362
2 C -0.2658 0.9237 -1.3204
3 O -1.3799 1.2984 -1.6006
4 O 0.5526 1.7102 -0.5509
5 H -0.2298 -0.9838 -1.9426
6 H 1.0773 -0.5252 -0.9996
7 H 0.1094 2.5679 -0.5350
8 O 1.6580 -1.6341 0.9341
9 H 0.7520 -1.3585 1.1336
10 H 1.9975 -1.7055 1.8351
11 O -1.1982 -0.2614 1.6151
12 H -2.1068 -0.4100 1.8718
13 H -1.3188 0.6069 1.1957

Computed properties:
- Total energy: -10831.715 eV
- SMILES string: NC(=O)O.O.O
- F_max: 1.07 eV Å⁻¹
- Multiplicity: 1
- LUMO energy: 0.46 eV

Quick look at the Löwdin charges, all values in e: 0.19, -0.68, 0.07, 0.08, 0.12, 0.08, 0.12, -0.06, 0.00, 0.05, -0.04, 0.04, 0.04

(3)
Here is the molecule C4H5NS at a distorted geometry from OMol25. Energies are from ωB97M-V with the def2-TZVPD basis set.

Positions of all 11 atoms, in Å:
1 C 1.7582 -0.7725 2.1326
2 C 0.7866 -0.6263 1.2989
3 C 0.0538 -0.0023 0.1001
4 C -0.3320 -0.7952 -1.1700
5 N -0.5578 1.0740 0.4676
6 S -1.4576 1.7678 -0.7344
7 H 2.1982 -1.2840 3.1260
8 H 0.3485 -1.6700 -1.6724
9 H -0.3518 0.1366 -2.0156
10 H -1.4683 -1.1644 -1.0552
11 H -0.9779 3.3364 -0.4776

Computed properties:
- Total energy: -16548.579 eV
- SMILES string: C#C/C(C)=N/S
- F_max: 4.80 eV Å⁻¹
- Multiplicity: 1
- LUMO energy: -0.16 eV

Quick look at the Löwdin charges, all values in e: 0.07, -0.07, -0.51, -0.15, -0.39, 0.66, 0.08, 0.12, 0.07, 0.11, 0.02

(4)
Here is a cluster of 2 separate species, H4O3P2 in total at a distorted geometry from OMol25. Energies are from ωB97M-V with the def2-TZVPD basis set.

Positions of all 9 atoms, in Å:
1 O -2.2670 1.0887 0.0230
2 O -0.8968 -1.0647 0.3330
3 O 0.7035 1.2302 0.0901
4 P 1.2423 -0.1280 -0.0444
5 P -2.1299 -0.4968 -0.2136
6 H -1.5946 1.4904 0.5143
7 H 2.6027 -0.2712 -0.2243
8 H 1.1364 -0.7015 -1.3560
9 H 1.2035 -1.1471 0.8779

Computed properties:
- Total energy: -24781.488 eV
- F_max: 3.32 eV Å⁻¹
- Multiplicity: 3
- LUMO energy (spin up / spin down): 0.93 / -3.95 eV

Quick look at the Löwdin charges, all values in e: -0.28, -0.54, -0.46, 0.59, 0.76, 0.01, -0.06, 0.00, -0.02

(5)
Here is the molecule C5H8O at a distorted geometry from OMol25. Energies are from ωB97M-V with the def2-TZVPD basis set.

Positions of all 14 atoms, in Å:
1 C 1.9270 0.1239 1.9455
2 C 0.9963 -0.4931 1.1623
3 C 0.2785 -0.0030 0.0070
4 O 1.2112 0.6892 -0.8652
5 C -0.8918 -0.6306 -0.4764
6 C -1.7692 -0.0387 -1.5101
7 H 2.2414 1.0558 1.3729
8 H 1.9345 0.1793 3.0165
9 H 0.5680 -1.2766 1.7664
10 H 0.7581 1.5779 -0.9329
11 H -1.3725 -1.5215 0.0101
12 H -2.7513 -0.5180 -1.8111
13 H -1.0772 -0.1510 -2.3093
14 H -2.0531 1.0063 -1.3758

Computed properties:
- Total energy: -7358.786 eV
- SMILES string: C=C/C(O)=C/C
- F_max: 5.06 eV Å⁻¹
- Multiplicity: 1
- LUMO energy: 0.53 eV

Quick look at the Löwdin charges, all values in e: 0.01, -0.17, -0.30, -0.03, -0.09, -0.12, 0.07, 0.05, 0.09, 0.12, 0.12, 0.10, 0.06, 0.08

(6)
Here is the ion CH4NO3S with charge -1 at a distorted geometry from OMol25. Energies are from ωB97M-V with the def2-TZVPD basis set.

Positions of all 10 atoms, in Å:
1 C 1.2817 0.6292 -0.1812
2 N -1.9727 -1.2918 -0.7529
3 O -1.5105 0.5205 0.8308
4 O 1.0585 0.9546 1.1475
5 O 0.7569 -0.5640 -0.5519
6 S -1.0405 -0.8512 0.3980
7 H 0.0865 0.8334 0.9380
8 H 0.8975 1.4871 -0.7702
9 H 2.3925 0.5964 -0.2240
10 H -1.9500 -2.3143 -0.8339

Computed properties:
- Total energy: -19568.899 eV
- Charge: -1
- F_max: 3.06 eV Å⁻¹
- Multiplicity: 1
- LUMO energy: 3.92 eV

Quick look at the Löwdin charges, all values in e: -0.55, -0.36, -0.54, -0.13, -0.34, 0.79, -0.03, 0.10, 0.10, -0.05